[1]
C8H11Cl12O3P | the ωB97M-V functional and the def2-TZVPD basis

Results
Spin multiplicity: 1
LUMO energy in eV: 0.08
Kohn-Sham gap in hartree: 0.4051
SMILES string: O=[PH2][C@H]1COC(=O)C1.ClC(Cl)Cl.ClC(Cl)Cl.ClC(Cl)Cl.ClC(Cl)Cl
Net charge: 0

Structure (XYZ):
```
35
Properties=species:S:1:pos:R:3:forces:R:3
O -0.5917 -1.6526 3.5274 -0.01 -0.06 0.01
P -1.2207 -0.6957 2.5976 -0.02 0.08 0.04
C -0.9521 -1.0403 0.8275 0.03 -0.12 -0.20
C -2.2317 -1.4734 0.0678 0.23 -0.04 0.04
O -2.1514 -0.8584 -1.2338 -0.25 0.23 0.33
C -1.5472 0.3538 -1.0197 -0.17 -0.02 -0.01
O -1.9243 1.3632 -1.5290 0.27 -0.01 -0.31
C -0.4347 0.1288 -0.0291 0.12 -0.12 0.09
H -0.8359 0.6525 2.7430 0.03 0.02 -0.01
H -2.6252 -0.5923 2.6774 -0.04 0.03 0.07
H -0.2300 -1.8571 0.8501 0.01 0.03 -0.08
H -3.1238 -1.0747 0.5543 -0.11 -0.15 0.00
H -2.3109 -2.5486 -0.0513 -0.06 0.00 -0.08
H 0.4233 -0.2138 -0.6096 0.08 0.11 -0.01
H -0.1454 1.0372 0.4938 -0.12 0.02 0.04
Cl 4.9429 -2.6614 1.7104 0.00 0.00 0.00
C 3.2053 -2.5661 2.0067 0.02 -0.02 0.05
Cl 2.8330 -2.7206 3.7121 0.00 0.01 0.00
Cl 2.5604 -1.0503 1.3553 -0.05 0.01 -0.05
H 2.7328 -3.3826 1.4768 0.00 0.01 0.00
Cl 2.5918 2.9471 2.3225 -0.02 0.00 0.00
C 4.3530 2.9785 2.1566 -0.02 -0.01 -0.04
Cl 5.0683 4.1295 3.2810 -0.01 -0.01 0.01
Cl 5.0274 1.3679 2.3695 0.06 0.01 0.03
H 4.5798 3.3082 1.1513 0.00 0.00 0.01
Cl 0.3028 4.9438 -1.7269 0.02 0.00 0.02
C -1.0648 4.4215 -2.7166 -0.01 -0.07 0.02
Cl -2.4781 5.4304 -2.4157 0.00 0.01 0.00
Cl -0.6379 4.4245 -4.4278 0.01 0.01 -0.01
H -1.3077 3.4070 -2.4300 -0.04 -0.02 0.01
Cl -4.2219 -3.7024 -3.2537 -0.01 -0.01 0.01
C -2.5568 -3.1926 -3.5199 -0.01 0.11 0.01
Cl -1.4576 -4.0675 -2.4455 0.05 -0.03 0.02
Cl -2.0857 -3.4017 -5.2030 0.00 -0.01 0.00
H -2.4855 -2.1417 -3.2695 0.00 -0.02 0.00
```
Positions in Å, forces in eV/Å.

Just the Mulliken charges please, in e? Sure, here they are: atom 1 (O): -0.574, atom 2 (P): 0.343, atom 3 (C): 0.323, atom 4 (C): -0.815, atom 5 (O): -0.179, atom 6 (C): 0.109, atom 7 (O): -0.571, atom 8 (C): -0.324, atom 9 (H): 0.030, atom 10 (H): 0.049, atom 11 (H): 0.311, atom 12 (H): 0.304, atom 13 (H): 0.341, atom 14 (H): 0.253, atom 15 (H): 0.362, atom 16 (Cl): -0.129, atom 17 (C): -0.006, atom 18 (Cl): -0.093, atom 19 (Cl): -0.080, atom 20 (H): 0.316, atom 21 (Cl): -0.117, atom 22 (C): 0.040, atom 23 (Cl): -0.126, atom 24 (Cl): -0.093, atom 25 (H): 0.282, atom 26 (Cl): -0.133, atom 27 (C): 0.684, atom 28 (Cl): -0.131, atom 29 (Cl): -0.132, atom 30 (H): -0.242, atom 31 (Cl): -0.133, atom 32 (C): 0.362, atom 33 (Cl): -0.152, atom 34 (Cl): -0.132, atom 35 (H): 0.054

[2]
C8H11Cl3N3 | the ωB97M-V functional and the def2-TZVPD basis

Results
Spin multiplicity: 3
LUMO energy (spin up / spin down) in eV: -4.34 / -6.94
Expectation value of S²: 2.016
Kohn-Sham gap (spin up / spin down) in hartree: 0.2212 / 0.2356
Net charge: +1

Structure (XYZ):
```
25
Properties=species:S:1:pos:R:3:forces:R:3
C -0.1946 -1.4071 -1.0209 -0.70 0.94 0.19
C -1.4964 -0.0780 1.1783 1.91 0.73 0.56
C -1.5801 -2.0309 -1.0147 1.03 -0.24 -3.00
C -2.6287 -1.4814 -0.2996 -3.38 3.67 4.06
C 0.0933 0.0241 -1.5602 -3.36 -0.74 0.32
C -0.2829 -0.7807 1.1964 1.28 -1.29 2.46
C -0.9377 0.4689 -2.5488 2.50 0.76 -1.67
C 0.4343 -0.7476 2.5700 1.78 1.25 -2.57
N -2.5768 -0.4211 0.5650 -1.68 -3.38 -3.66
N 0.2719 -1.5277 0.2835 1.22 0.53 2.41
N 1.0689 0.6771 -1.0645 1.79 -0.78 0.78
Cl -1.8729 -3.3086 -2.0862 0.10 0.00 0.29
Cl -4.2812 -2.0796 -0.2170 1.34 -0.31 -0.96
Cl 3.1237 -0.6437 0.6488 1.44 0.25 0.17
H 0.5001 -1.9323 -1.5846 0.73 -1.88 -1.72
H -1.5336 0.7352 1.8597 -0.29 0.86 0.39
H -0.8782 -0.1883 -3.4591 0.18 0.21 0.85
H -0.5793 1.4362 -2.9068 -0.70 0.24 -0.12
H -1.9691 0.4542 -2.2860 -0.60 0.08 0.85
H -0.2569 -0.5531 3.3745 0.05 -0.81 0.45
H 1.0999 0.1771 2.5246 -0.66 -0.93 0.22
H 1.1686 -1.5978 2.5054 -1.17 0.62 1.13
H 1.2781 1.6903 -1.0949 -0.48 -0.82 -0.82
H 1.8354 0.0803 -0.5023 -1.63 1.49 -0.61
H 2.2849 -1.6076 0.6446 -0.68 -0.48 -0.01
```
Positions in Å, forces in eV/Å.

Just the Mulliken charges please, in e? Sure, here they are: atom 1 (C): -0.027, atom 2 (C): -0.754, atom 3 (C): 0.003, atom 4 (C): 0.184, atom 5 (C): 0.651, atom 6 (C): 1.254, atom 7 (C): -1.343, atom 8 (C): -1.563, atom 9 (N): -0.413, atom 10 (N): -0.691, atom 11 (N): -0.058, atom 12 (Cl): -0.065, atom 13 (Cl): -0.069, atom 14 (Cl): -0.313, atom 15 (H): 0.767, atom 16 (H): 0.502, atom 17 (H): 0.360, atom 18 (H): 0.421, atom 19 (H): 0.333, atom 20 (H): 0.441, atom 21 (H): 0.363, atom 22 (H): 0.288, atom 23 (H): 0.264, atom 24 (H): 0.097, atom 25 (H): 0.369

[3]
C8H11ClN5OPS | the ωB97M-V functional and the def2-TZVPD basis

Results
Spin multiplicity: 1
LUMO energy in eV: -1.28
Kohn-Sham gap in hartree: 0.2802
Net charge: 0

Structure (XYZ):
```
28
Properties=species:S:1:pos:R:3:forces:R:3
N -1.3042 -1.6791 -2.0273 0.04 0.58 0.11
C -1.6063 -0.6719 -0.9949 -1.58 -0.30 -0.20
N -1.4477 0.6918 -1.5217 0.44 -0.30 0.63
N -3.0676 -0.8408 -0.6503 0.72 -0.23 0.60
C -0.8395 -0.9140 0.3896 0.67 0.66 -1.13
C 0.5324 -0.1782 0.4934 1.98 1.72 1.48
C 0.8899 0.6257 1.6826 0.41 -1.48 -3.03
P -0.2584 0.8863 3.1376 0.65 1.37 0.74
O -1.4825 1.8869 2.4886 1.15 -1.27 -0.16
Cl -1.0963 -0.9606 3.7542 -0.02 0.62 -0.92
C 2.2520 1.3114 1.8056 0.44 -0.75 -1.77
C 3.2804 1.2684 0.7979 -2.67 -0.96 0.67
C 2.9836 0.4598 -0.4433 -0.30 0.58 0.88
N 3.8517 0.3053 -1.5076 -3.47 -1.19 1.22
S 2.9927 -0.6990 -2.5428 -0.66 0.63 1.43
N 1.5402 -0.9388 -1.7524 2.13 1.60 1.40
C 1.6223 -0.2386 -0.5652 0.74 -0.10 -0.51
H -0.8330 -1.2869 -2.8400 0.20 -0.28 0.57
H -0.8241 -2.4968 -1.6573 0.11 0.52 -0.33
H -1.8383 1.3281 -0.8184 0.14 -0.23 -0.44
H -1.9656 0.8277 -2.3933 0.10 -0.26 0.41
H -3.6517 -0.3797 -1.3484 0.31 -0.45 0.03
H -3.2430 -1.8510 -0.6621 -0.29 0.59 -0.12
H -0.6485 -2.0253 0.4382 -0.34 1.09 0.33
H -1.5391 -0.5542 1.1873 0.87 -0.59 -0.73
H -1.0154 2.4397 1.8304 -0.44 -0.30 0.17
H 2.4743 1.8784 2.7441 -0.38 -0.60 -0.93
H 4.2418 1.8056 0.9754 -0.95 -0.66 -0.41
```
Positions in Å, forces in eV/Å.

Just the Mulliken charges please, in e? Sure, here they are: atom 1 (N): -0.592, atom 2 (C): 0.562, atom 3 (N): -0.666, atom 4 (N): -0.621, atom 5 (C): -0.944, atom 6 (C): 0.806, atom 7 (C): -0.196, atom 8 (P): 0.238, atom 9 (O): -0.497, atom 10 (Cl): -0.242, atom 11 (C): -0.589, atom 12 (C): -0.678, atom 13 (C): 0.774, atom 14 (N): -0.650, atom 15 (S): 0.150, atom 16 (N): -0.416, atom 17 (C): 0.479, atom 18 (H): 0.255, atom 19 (H): 0.251, atom 20 (H): 0.249, atom 21 (H): 0.278, atom 22 (H): 0.287, atom 23 (H): 0.240, atom 24 (H): 0.216, atom 25 (H): 0.302, atom 26 (H): 0.352, atom 27 (H): 0.305, atom 28 (H): 0.350

[4]
C8H11CoFO7P2S4Sb | the ωB97M-V functional and the def2-TZVPD basis

Results
Spin multiplicity: 5
LUMO energy (spin up / spin down) in eV: 4.44 / 3.39
Expectation value of S²: 6.025
Energy above the lowest of the compared OMol25 structures with the same formula, charge and spin in kcal/mol: 62.4
Kohn-Sham gap (spin up / spin down) in hartree: 0.2207 / 0.1943
Net charge: -2

Structure (XYZ):
```
35
Properties=species:S:1:pos:R:3:forces:R:3
Co -7.4968 -11.1619 -7.5789 0.41 -0.16 1.79
S -9.3303 -14.2775 -10.1281 -0.09 0.39 0.15
Sb -8.9514 -11.9925 -10.2828 -0.72 -1.13 -2.08
S -9.6608 -11.3075 -8.2015 -1.85 -0.06 0.79
S -6.7837 -11.6066 -9.6455 1.39 0.42 -1.33
S -9.8623 -11.0132 -12.1615 0.31 -0.01 0.49
C -4.7146 -13.8342 -7.7727 0.10 -2.62 1.42
C -4.8161 -13.5551 -6.2501 0.02 0.35 -0.37
O -3.7531 -14.2817 -5.5849 -0.80 -0.28 0.96
P -4.5387 -11.7669 -6.0800 -0.85 1.06 -0.98
O -3.0346 -11.4119 -6.4860 0.51 0.18 -0.83
O -4.5552 -11.4790 -4.5365 0.79 0.43 -0.70
O -5.5467 -11.0563 -6.9414 2.13 -0.18 1.03
P -6.5301 -13.6532 -5.4783 -0.60 0.85 -2.20
O -6.8052 -15.2499 -5.6157 -1.04 0.72 0.99
O -6.3397 -13.1822 -4.0683 0.10 -0.70 0.71
O -7.5425 -12.8292 -6.2763 1.13 -1.59 0.78
H -3.6747 -13.6871 -8.0344 0.26 0.44 -0.34
H -5.4163 -13.2524 -8.3464 -0.15 0.01 -0.30
H -4.8430 -14.9662 -7.9065 -0.27 1.57 0.00
H -3.9853 -14.4717 -4.6388 0.00 0.49 -1.30
H -2.8766 -11.2436 -7.4483 -0.64 -0.22 1.23
H -5.2743 -12.1015 -4.2102 -0.44 -0.13 0.75
H -7.6923 -15.3405 -5.1928 0.63 -0.42 -0.55
F -10.6483 -7.2835 -4.0332 -0.59 0.12 0.34
C -9.8473 -8.0937 -4.7648 1.28 -0.67 -1.60
C -9.7068 -7.8021 -6.1617 -0.31 -1.23 1.97
C -8.8530 -8.6268 -6.9029 -0.91 0.59 -0.47
C -8.1732 -9.6635 -6.2988 0.81 -0.74 0.05
C -8.2895 -9.9117 -4.9103 -1.37 2.01 -1.87
C -9.1852 -9.1635 -4.1292 0.32 0.86 -2.14
H -10.4950 -7.2162 -6.6017 0.21 0.73 -0.20
H -8.8225 -8.5742 -8.0250 -0.16 0.31 1.20
H -7.7181 -10.7132 -4.5783 0.59 -1.41 1.19
H -9.4239 -9.4561 -3.1517 -0.19 -0.01 1.45
```
Positions in Å, forces in eV/Å.

Just the Mulliken charges please, in e? Sure, here they are: atom 1 (Co): 0.197, atom 2 (S): -0.675, atom 3 (Sb): 0.933, atom 4 (S): -0.245, atom 5 (S): -0.662, atom 6 (S): -0.733, atom 7 (C): -1.255, atom 8 (C): 0.799, atom 9 (O): -0.652, atom 10 (P): 0.692, atom 11 (O): -0.593, atom 12 (O): -0.588, atom 13 (O): -0.500, atom 14 (P): 0.412, atom 15 (O): -0.510, atom 16 (O): -0.768, atom 17 (O): -0.288, atom 18 (H): 0.464, atom 19 (H): 0.014, atom 20 (H): 0.290, atom 21 (H): 0.405, atom 22 (H): 0.379, atom 23 (H): 0.426, atom 24 (H): 0.379, atom 25 (F): -0.348, atom 26 (C): 0.569, atom 27 (C): -0.640, atom 28 (C): -0.207, atom 29 (C): 0.136, atom 30 (C): 0.047, atom 31 (C): -0.795, atom 32 (H): 0.315, atom 33 (H): 0.231, atom 34 (H): 0.325, atom 35 (H): 0.446

[5]
C8H11F13O3SSb | the ωB97M-V functional and the def2-TZVPD basis

Results
Spin multiplicity: 1
LUMO energy in eV: 2.24
Kohn-Sham gap in hartree: 0.2622
Net charge: -1

Structure (XYZ):
```
37
Properties=species:S:1:pos:R:3:forces:R:3
O -0.1054 4.5351 -2.2505 -0.56 0.19 0.34
C -1.0671 4.5557 -1.5113 0.38 -0.11 -0.20
O -1.0191 5.3149 -0.3498 0.33 -0.03 -0.06
C -2.3197 3.8003 -1.6664 0.35 0.35 -0.31
Sb -2.2139 1.9976 -0.3163 -0.56 -0.18 0.06
O -0.7404 1.2727 -1.5447 0.11 -0.03 0.25
C -1.9566 0.3274 1.1023 -0.21 0.01 -0.04
C -0.6041 -0.3492 0.9651 0.12 0.22 0.08
C -0.1239 -1.0091 2.2310 0.07 0.04 0.16
F -0.9842 -1.9714 2.6799 0.09 0.16 -0.13
F -0.0206 -0.0790 3.2371 -0.09 -0.25 -0.14
C 1.2929 -1.6748 2.2147 -0.04 -0.31 0.09
F 2.2533 -0.7247 2.2150 -0.10 -0.09 -0.05
F 1.4148 -2.3835 3.3650 0.04 0.25 -0.08
C 1.5922 -2.7107 1.0634 0.03 -0.28 0.00
F 2.3916 -3.6804 1.5674 -0.16 0.18 -0.06
F 0.4298 -3.2907 0.7068 0.16 0.19 0.03
C 2.3824 -2.1053 -0.1628 -0.03 -0.29 0.21
F 3.6592 -2.0261 0.2118 0.16 0.08 -0.05
F 1.9457 -0.8942 -0.4485 -0.27 0.33 -0.08
S 2.2904 -3.1151 -1.7897 -0.06 -0.14 0.17
F 2.5189 -1.8133 -2.6506 0.05 0.02 -0.02
F 0.7267 -2.8777 -1.8106 0.02 0.03 -0.10
F 2.0938 -4.4588 -0.9605 -0.03 -0.06 -0.09
F 3.8551 -3.3861 -1.8018 -0.02 0.01 -0.04
F 2.1565 -3.9547 -3.1242 0.03 0.08 0.12
H -1.1366 4.6895 0.3876 -0.19 0.03 -0.02
H -3.1615 4.4199 -1.3626 -0.10 -0.17 0.09
H -2.4032 3.4607 -2.6968 -0.09 -0.19 0.10
H -0.9959 2.8902 0.6484 0.14 -0.03 0.01
H -3.5471 2.6298 0.6536 0.10 0.02 0.06
H -3.3357 1.1098 -1.3123 0.15 0.03 -0.10
H 0.0701 1.7623 -1.3567 -0.03 0.03 -0.21
H -2.0925 0.7619 2.0944 0.06 0.06 -0.03
H -2.7848 -0.3593 0.9156 0.07 -0.09 0.06
H -0.6122 -1.0625 0.1447 0.02 -0.08 -0.01
H 0.1509 0.3988 0.7125 0.08 0.01 0.00
```
Positions in Å, forces in eV/Å.

Just the Mulliken charges please, in e? Sure, here they are: atom 1 (O): -0.578, atom 2 (C): 0.443, atom 3 (O): -0.463, atom 4 (C): -0.802, atom 5 (Sb): 0.809, atom 6 (O): -0.836, atom 7 (C): -1.469, atom 8 (C): 0.042, atom 9 (C): 0.812, atom 10 (F): -0.357, atom 11 (F): -0.345, atom 12 (C): 0.485, atom 13 (F): -0.304, atom 14 (F): -0.333, atom 15 (C): 0.565, atom 16 (F): -0.333, atom 17 (F): -0.262, atom 18 (C): 0.515, atom 19 (F): -0.282, atom 20 (F): -0.197, atom 21 (S): 1.431, atom 22 (F): -0.301, atom 23 (F): -0.267, atom 24 (F): -0.312, atom 25 (F): -0.318, atom 26 (F): -0.298, atom 27 (H): 0.324, atom 28 (H): 0.363, atom 29 (H): 0.306, atom 30 (H): -0.175, atom 31 (H): -0.165, atom 32 (H): -0.107, atom 33 (H): 0.255, atom 34 (H): 0.404, atom 35 (H): 0.372, atom 36 (H): 0.197, atom 37 (H): 0.182

[6]
C8H11F2N | the ωB97M-V functional and the def2-TZVPD basis

Results
Spin multiplicity: 1
LUMO energy in eV: 0.80
Energy above the lowest of the compared OMol25 structures with the same formula, charge and spin in kcal/mol: 27.3
Kohn-Sham gap in hartree: 0.2910
SMILES string: CN(C)/C=C/C=C\C=C(F)F
Net charge: 0

Structure (XYZ):
```
22
Properties=species:S:1:pos:R:3:forces:R:3
C 0.1481 -1.4364 -1.8377 -0.18 -1.60 3.04
N 0.5439 -0.1954 -1.1358 -2.08 -1.78 -0.23
C 1.9220 0.1624 -1.0400 -0.77 3.06 2.34
C -0.3297 0.1548 -0.1165 1.42 1.42 -0.33
C -0.0840 1.1937 0.7101 1.37 0.12 -1.00
C -0.9272 1.5598 1.7997 -1.19 -1.13 1.39
C -1.7463 0.7860 2.6037 1.85 2.35 -2.79
C -1.9233 -0.6171 2.5707 0.58 -2.19 0.34
C -0.9751 -1.5448 2.4883 0.47 1.46 0.17
F -1.2531 -2.7999 2.6823 0.14 -1.44 -0.19
F 0.3301 -1.3765 2.2729 -0.67 -0.13 0.12
H 0.5108 -1.4378 -2.8162 1.19 -0.31 -1.40
H 0.4406 -2.4835 -1.1926 -0.57 2.75 -1.88
H -0.9442 -1.4596 -1.9942 0.40 0.11 0.51
H 2.2020 0.2560 0.0394 -0.11 -0.52 -0.47
H 2.5568 -0.5185 -1.4771 1.28 -1.41 -1.35
H 2.1011 1.2268 -1.3550 -0.05 -1.00 -0.44
H -1.2688 -0.3499 -0.0504 -0.27 -0.56 -0.12
H 0.8041 1.8419 0.4579 -1.09 -0.69 0.59
H -0.9319 2.6052 2.0369 -0.03 0.47 0.17
H -2.3550 1.4241 3.1611 -1.17 0.26 1.36
H -2.8290 -1.1745 2.7738 -0.53 0.74 0.15
```
Positions in Å, forces in eV/Å.

Just the Mulliken charges please, in e? Sure, here they are: atom 1 (C): -1.039, atom 2 (N): 0.076, atom 3 (C): -1.095, atom 4 (C): -0.212, atom 5 (C): -0.290, atom 6 (C): -0.535, atom 7 (C): -0.308, atom 8 (C): -0.498, atom 9 (C): 0.448, atom 10 (F): -0.259, atom 11 (F): -0.223, atom 12 (H): 0.439, atom 13 (H): 0.243, atom 14 (H): 0.364, atom 15 (H): 0.361, atom 16 (H): 0.430, atom 17 (H): 0.302, atom 18 (H): 0.498, atom 19 (H): 0.251, atom 20 (H): 0.327, atom 21 (H): 0.369, atom 22 (H): 0.351

Question: What is the spin multiplicity in the third record?
Answer: 1